Record 1
Molecular formula: C2H45O20P
Method: DFT, the ωB97M-V functional and the def2-TZVPD basis

For the HOMO energy, the calculation gives -7.51 eV. The LUMO energy is -0.0239 Eh. Its strongest force on any atom is 0.105 Eh/bohr. The orbital gap comes out at 6.86 eV.

Each line ends with the Mulliken charge.
CARTESIAN COORDINATES (ANGSTROEM)
C: 0.0485 -1.3953 1.5634  -1.06
C: 0.5216 -0.4141 0.6320  0.09
P: -0.8106 0.8789 0.0577  0.14
H: -0.8972 -1.3942 2.0279  0.41
H: 0.7183 -2.0961 1.9987  0.34
H: 1.5547 -0.5087 0.2764  0.41
H: -1.9035 1.3078 0.9015  -0.05
H: -0.7206 1.3096 -1.2760  -0.16
O: -2.5268 -1.0414 -1.9569  -0.69
H: -2.7732 -0.2540 -1.3713  0.37
H: -1.7347 -0.7745 -2.5270  0.43
O: -1.1501 -3.2714 -0.8957  -0.67
H: -1.6652 -3.7531 -0.1702  0.33
H: -1.4587 -2.3080 -0.9148  0.31
O: -4.3920 1.6911 1.3390  -0.70
H: -5.2037 1.1183 1.5311  0.30
H: -4.2724 1.7417 0.3355  0.42
O: 3.1866 2.2065 -1.0022  -0.62
H: 4.0053 1.9891 -0.4488  0.25
H: 2.4174 2.3864 -0.3698  0.45
O: 4.0750 -3.3861 -0.0524  -0.67
H: 3.9717 -2.5175 -0.5609  0.41
H: 3.1866 -3.8700 -0.0715  0.36
O: -0.2195 3.7288 -1.3911  -0.76
H: 0.0243 3.4160 -0.4602  0.32
H: 0.5898 4.1847 -1.7924  0.30
O: 1.9830 -0.0785 -3.1931  -0.75
H: 2.0834 0.8910 -2.9218  0.34
H: 1.0023 -0.3215 -3.1374  0.41
O: 0.4403 -5.3480 3.8974  -0.71
H: 1.1786 -5.7527 3.3362  0.35
H: 0.8455 -4.6240 4.4766  0.34
O: 1.5024 1.0546 3.0398  -0.59
H: 1.2540 1.3592 2.1074  0.25
H: 2.4578 0.7221 3.0187  0.39
O: -4.2045 1.5017 -1.5704  -0.75
H: -3.5384 2.2628 -1.5966  0.35
H: -4.5575 1.3594 -2.5079  0.30
O: 1.6041 3.1582 0.9800  -0.70
H: 2.1090 3.9073 0.5243  0.29
H: 1.5405 3.3753 1.9662  0.26
O: -1.1774 -5.0036 1.3852  -0.60
H: -0.7572 -5.7450 0.8399  0.26
H: -0.6288 -4.8815 2.2266  0.35
O: -0.3578 -1.2769 -3.5805  -0.75
H: -0.3952 -0.8235 -4.4842  0.32
H: -0.5766 -2.2563 -3.7099  0.28
O: -3.0066 3.9494 -1.1117  -0.69
H: -2.0213 3.8347 -1.3110  0.47
H: -3.3054 4.8351 -1.4990  0.29
O: -3.3790 4.2474 1.8578  -0.65
H: -3.6298 3.3152 1.5546  0.42
H: -3.4809 4.8733 1.0695  0.29
O: -1.3220 -0.3516 4.4098  -0.67
H: -0.5483 0.0726 3.9147  0.35
H: -1.9432 0.3863 4.7154  0.31
O: -0.8470 2.2260 -3.6407  -0.62
H: -0.7528 2.8189 -2.8263  0.37
H: -0.0555 2.3963 -4.2477  0.30
O: 4.0757 0.4712 2.3495  -0.65
H: 4.5188 -0.4001 2.6110  0.33
H: 4.7151 0.9842 1.7564  0.28
O: 1.3750 -4.6612 -0.5328  -0.60
H: 0.5587 -4.0635 -0.5439  0.45
H: 1.0614 -5.6223 -0.4923  0.24
O: 3.9826 -0.9463 -1.3844  -0.65
H: 3.3753 -0.7596 -2.1719  0.39
H: 4.2500 -0.0603 -0.9756  0.19

---

Record 2
Molecular formula: C2H4AgO2
Method: DFT, the ωB97M-V functional and the def2-TZVPD basis

The spin multiplicity is 2. For the HOMO energy (alpha / beta), the calculation gives -21.74 / -21.29 eV. The LUMO energy (alpha / beta) is -0.4043 / -0.4507 Eh. The total charge is +2. Its strongest force on any atom is 0.083 Eh/bohr. Its energy relative to the best compared isomer or geometry (same formula, charge and spin) is 2.919 eV. The orbital gap (alpha / beta) comes out at 10.74 / 9.03 eV.

Each line ends with the Mulliken spin population.
CARTESIAN COORDINATES (ANGSTROEM)
C: -1.7527 0.4018 -0.2260  0.05
C: -2.6402 -0.4800 0.4264  0.01
O: -0.5255 -0.0861 0.0469  0.07
H: -1.7662 1.4953 -0.2702  0.00
H: -3.4144 0.1149 0.9407  0.01
H: -3.1484 -1.0979 -0.3365  0.02
H: -1.6458 -1.1693 0.8709  0.01
Ag: 3.5070 -0.4591 -0.4448  0.00
O: 0.4436 0.4654 -0.6511  0.84

---

Record 3
Molecular formula: C2H4Al
Method: DFT, the ωB97M-V functional and the def2-TZVPD basis

For the HOMO energy, the calculation gives -4.74 eV. The LUMO energy is 0.1509 Eh. The total charge is -1. Its strongest force on any atom is 0.032 Eh/bohr. Its energy relative to the best compared isomer or geometry (same formula, charge and spin) is 0.102 eV. The orbital gap comes out at 8.84 eV.

Each line ends with the Mulliken charge.
CARTESIAN COORDINATES (ANGSTROEM)
C: 2.1439 0.1740 0.0238  0.37
C: 0.9165 0.2005 0.0168  -0.92
Al: -1.1498 0.0550 -0.0058  -0.24
H: 3.1623 -0.2725 -0.0132  0.30
H: -1.8121 0.5803 1.3514  -0.17
H: -1.4780 -1.5219 -0.0899  -0.16
H: -1.7828 0.7844 -1.2830  -0.17